Below is a 3-piece molecular cluster, C19H49N7O4P3S overall in a non-equilibrium geometry, with properties calculated with ωB97M-V/def2-TZVPD.

Computed properties:
LUMO energy = -4.41 eV
Net charge = +1
HOMO-LUMO gap = 5.24 eV

Each line ends with the Mulliken charge.
Element x y z (Å)
1 C 1.426 2.822 5.498  -0.041
2 C 0.728 3.580 4.886  -0.395
3 C -0.101 4.355 3.939  -0.713
4 C -0.203 3.566 2.599  -0.659
5 C 1.051 3.793 1.709  -0.625
6 S 2.348 2.523 1.936  0.302
7 C 3.620 3.094 3.057  -0.175
8 C 4.309 4.215 2.854  -0.625
9 P 3.267 2.341 -0.033  0.780
10 N 2.851 0.944 -0.521  -0.586
11 O 2.660 3.451 -1.012  -0.493
12 O 4.856 2.563 0.139  -0.489
13 H 1.939 1.963 5.874  0.414
14 H 0.379 5.312 3.696  0.336
15 H -1.102 4.532 4.339  0.392
16 H -0.251 2.508 2.885  0.231
17 H -1.117 3.852 2.075  0.429
18 H 1.420 4.812 1.873  0.437
19 H 0.721 3.746 0.663  0.527
20 H 3.862 2.491 3.929  0.402
21 H 5.371 4.222 3.100  0.288
22 H 3.854 5.116 2.443  0.262
23 H 3.686 0.387 -0.690  0.179
24 H 3.266 4.205 -1.105  0.338
25 H 5.275 2.012 -0.541  0.380
26 O -3.628 -0.022 3.792  -0.914
27 P -3.491 -1.492 3.433  0.816
28 N -2.568 -1.995 4.810  0.153
29 C -1.304 -1.349 5.119  -1.037
30 C -3.392 -2.036 6.015  -1.228
31 N -2.576 -1.281 1.994  0.284
32 C -1.206 -1.678 1.814  -0.917
33 C -2.836 -0.071 1.230  -0.858
34 N -3.747 -3.194 2.947  0.074
35 C -5.168 -3.480 2.682  -1.010
36 C -3.139 -4.345 3.599  -0.922
37 H -0.857 -1.815 6.001  0.383
38 H -1.409 -0.274 5.317  0.323
39 H -0.578 -1.487 4.319  0.231
40 H -4.324 -2.578 5.822  0.346
41 H -3.655 -1.031 6.364  0.345
42 H -2.875 -2.566 6.817  0.364
43 H -0.522 -0.912 2.210  0.206
44 H -0.981 -1.805 0.750  0.365
45 H -0.972 -2.637 2.277  0.216
46 H -2.297 0.797 1.641  0.098
47 H -3.898 0.166 1.227  0.310
48 H -2.540 -0.195 0.185  0.390
49 H -5.751 -3.528 3.608  0.336
50 H -5.286 -4.421 2.145  0.368
51 H -5.598 -2.693 2.053  0.312
52 H -3.572 -4.561 4.583  0.311
53 H -2.066 -4.230 3.712  0.260
54 H -3.292 -5.224 2.966  0.391
55 O -0.436 0.686 -6.072  -0.880
56 P 0.809 -0.121 -5.754  0.761
57 N 0.113 -1.701 -5.849  0.124
58 C -1.032 -2.050 -5.020  -0.960
59 C -0.166 -2.075 -7.233  -1.239
60 N 1.048 0.463 -4.155  0.448
61 C 0.917 -0.323 -2.950  -0.515
62 C 0.632 1.836 -3.902  -0.712
63 N 2.457 -0.823 -5.679  0.061
64 C 3.362 -0.199 -6.658  -1.021
65 C 2.750 -2.246 -5.595  -0.940
66 H -1.312 -3.090 -5.199  0.379
67 H -1.908 -1.421 -5.216  0.294
68 H -0.790 -1.991 -3.961  0.250
69 H 0.708 -1.883 -7.865  0.341
70 H -1.009 -1.510 -7.646  0.345
71 H -0.385 -3.142 -7.306  0.362
72 H -0.131 -0.394 -2.624  0.354
73 H 1.486 0.134 -2.135  -0.104
74 H 1.315 -1.332 -3.066  0.177
75 H -0.448 1.910 -3.714  0.305
76 H 0.870 2.477 -4.749  0.322
77 H 1.163 2.240 -3.035  -0.017
78 H 3.138 -0.520 -7.681  0.327
79 H 4.404 -0.436 -6.439  0.366
80 H 3.263 0.892 -6.618  0.318
81 H 2.564 -2.781 -6.533  0.311
82 H 2.187 -2.732 -4.803  0.266
83 H 3.809 -2.371 -5.343  0.389